No. 1
{
  "formula": "C25H43DyF3P2",
  "method": "ωB97M-V/def2-TZVPD",
  "symbols": ["F", "C", "H", "H", "H", "H", "H", "H", "H", "C", "H", "C", "H", "H", "H", "H", "C", "H", "C", "C", "H", "C", "F", "P", "P", "C", "H", "H", "H", "H", "H", "C", "C", "H", "H", "C", "H", "H", "H", "C", "H", "C", "C", "H", "C", "F", "H", "H", "H", "H", "H", "C", "C", "H", "H", "H", "Dy", "H", "C", "H", "C", "C", "H", "C", "C", "H", "H", "H", "H", "C", "C", "H", "H", "C"],
  "xyz": [[-2.7831, 2.0426, 3.2601], [1.0167, 1.1649, -4.2665], [3.4255, -1.8499, 4.3198], [-1.8728, -1.3403, 6.2183], [-1.0064, 1.5130, -6.4211], [0.9129, -0.2339, 6.6290], [3.3308, -1.6024, 2.5703], [1.6103, -4.1316, 2.1750], [-0.9857, 1.8216, -1.7428], [-0.2047, 1.2007, -1.2637], [3.2148, 2.2653, 2.4626], [1.1189, -0.0486, -4.8222], [3.9409, 0.3605, 0.7479], [-0.7795, -2.2424, -5.1488], [2.8986, -0.2766, -0.5568], [1.8870, -0.7430, -4.4585], [-1.2149, -1.5340, -1.3446], [0.2843, 2.9926, -0.1166], [1.4521, -1.4162, 3.5996], [-0.7352, -1.3359, 4.3956], [-3.4363, -0.2011, 0.1893], [-1.9371, -0.9561, 5.1884], [-1.3184, 3.1510, 2.0571], [-1.0594, -0.0874, -0.2497], [1.6914, 1.2722, 0.8864], [-1.9370, -0.5146, -4.7069], [0.3018, 0.6670, -2.0783], [2.0057, -2.7246, 1.1713], [0.4192, -3.4937, 1.0180], [1.5837, 2.4730, -1.1897], [0.6177, 2.9505, -5.3706], [0.0863, 2.2606, -4.6918], [0.3290, -0.5814, -5.9809], [3.0179, 3.2842, 1.0020], [1.7543, 3.2789, 2.2791], [-2.7940, 0.5100, -0.3488], [-2.7464, -2.3235, 2.5707], [-2.0651, 0.1394, 5.2629], [-0.1785, 2.8624, -3.8073], [2.4906, 2.6682, 1.7435], [-2.9082, 1.5061, 0.1011], [-1.8712, -2.9759, 2.7143], [2.9306, -1.2589, 3.5304], [0.9566, -1.3645, -6.4359], [-1.4083, 2.1650, 3.0435], [-0.9416, 2.8030, 4.1905], [2.0490, 0.4861, 5.4706], [-2.8542, -1.3689, 4.7400], [-2.8386, 1.2668, -4.0270], [-1.6382, -3.4360, 1.7464], [3.2408, -0.2150, 3.6660], [-1.2240, 1.8235, -5.3929], [1.1956, -3.2043, 1.7368], [-1.5250, -1.5111, -6.5611], [-0.2576, -2.0647, -1.3939], [-1.5136, -1.2175, -2.3615], [-0.2332, -0.0059, 2.4032], [1.7225, 1.4446, -3.4747], [0.6552, -2.2980, 2.7878], [-1.9816, -2.2094, -0.9380], [-0.6975, -2.2495, 3.2749], [-2.0437, 0.8172, -4.6370], [-1.8454, 2.7301, -5.4655], [0.7972, 2.1007, -0.5111], [-1.0094, -1.2708, -5.6134], [0.1591, 0.1720, -6.7578], [0.3856, 1.0931, 5.5776], [-2.6530, -1.1424, -4.1611], [3.5341, 1.3981, -0.6470], [1.0028, 0.1788, 5.6121], [3.1547, 0.6150, 0.0256], [-3.0876, 0.5481, -1.4104], [-2.1792, -3.7806, 3.4000], [0.5910, -0.8162, 4.5860]],
  "lowdin_spin": [0.001, 0.000, 0.000, 0.000, 0.000, 0.000, 0.000, 0.000, 0.000, -0.001, 0.000, 0.000, 0.000, 0.000, 0.000, 0.000, -0.002, 0.000, -0.014, -0.007, 0.000, 0.001, 0.002, -0.012, -0.011, 0.000, 0.000, 0.000, 0.000, 0.000, 0.000, 0.000, 0.000, 0.000, 0.000, 0.001, 0.000, 0.000, 0.000, 0.001, 0.000, 0.000, 0.001, 0.000, -0.003, 0.003, 0.000, 0.000, 0.000, 0.000, 0.000, 0.000, 0.000, 0.000, 0.000, 0.000, 5.083, 0.000, -0.016, 0.000, -0.013, 0.000, 0.000, 0.001, 0.000, 0.000, 0.000, 0.000, 0.000, 0.000, -0.002, 0.000, 0.000, -0.011],
  "homo_ev": [-11.28, -11.29],
  "charge": 1,
  "s2": 9.3422,
  "e_tot_ha": -2845.51957,
  "spin_multiplicity": 6,
  "homo_lumo_gap_ev": [7.9, 8.1]
}

---

No. 2
{
  "formula": "C27H72F2FeNO13S2",
  "method": "ωB97M-V/def2-TZVPD",
  "symbols": ["H", "H", "H", "C", "C", "H", "H", "O", "H", "H", "O", "H", "H", "H", "C", "H", "H", "H", "O", "C", "H", "H", "H", "H", "C", "C", "C", "H", "H", "H", "H", "H", "O", "H", "H", "C", "H", "F", "H", "H", "H", "C", "H", "N", "H", "H", "H", "H", "C", "H", "H", "H", "C", "H", "H", "H", "H", "C", "H", "H", "H", "O", "S", "C", "H", "C", "O", "S", "C", "H", "H", "H", "H", "H", "C", "O", "H", "H", "O", "H", "O", "C", "H", "H", "H", "H", "C", "C", "H", "C", "H", "C", "H", "H", "H", "O", "C", "C", "F", "O", "H", "O", "H", "H", "C", "H", "C", "C", "C", "H", "H", "H", "H", "H", "H", "O", "Fe", "H"],
  "xyz": [[-4.5980, -17.0767, -24.7823], [3.8958, -21.9266, -30.7230], [-2.8987, -20.3659, -37.4672], [3.7516, -15.4446, -32.8958], [-0.3557, -19.5675, -37.7713], [2.9941, -19.8859, -29.3260], [2.0498, -18.3432, -27.6628], [-0.3523, -21.9494, -37.5411], [-2.6013, -20.2933, -35.7543], [0.1156, -24.0240, -31.0040], [-6.6606, -23.0070, -34.4326], [-0.7107, -21.9245, -38.4351], [-3.7847, -25.8684, -33.3566], [4.0044, -16.2855, -34.8987], [-6.1809, -21.3381, -36.1043], [2.4288, -17.7749, -31.2322], [-3.0987, -19.7439, -27.8309], [-1.3632, -24.0838, -29.1197], [-0.7971, -18.4450, -34.6014], [-2.3046, -20.8127, -36.6710], [0.4483, -19.0429, -30.1672], [0.3686, -17.9127, -27.9253], [-4.1208, -26.5252, -30.3872], [5.0466, -20.6507, -33.0357], [1.3828, -18.8155, -29.6522], [-0.1289, -22.4387, -29.8532], [-6.5941, -21.5947, -34.6809], [-5.0015, -18.6063, -26.9004], [2.4146, -13.8300, -32.2157], [1.8812, -20.7100, -31.6058], [-2.2472, -22.8516, -30.0390], [-4.6469, -21.2606, -33.9636], [-2.1346, -19.2658, -30.5644], [-5.1253, -17.4900, -31.5759], [2.8002, -17.0479, -33.8871], [-0.7962, -20.7741, -36.9069], [3.0603, -22.1629, -33.6894], [-2.6881, -21.3149, -31.6949], [-1.8991, -18.8766, -26.8323], [3.8788, -15.8282, -31.8786], [-2.7741, -18.0386, -28.0042], [4.0136, -20.3059, -32.9722], [-1.6769, -22.5405, -28.3893], [-0.8819, -20.1885, -32.5657], [-0.2736, -20.7193, -35.9477], [2.1560, -14.2891, -33.9129], [-4.3943, -16.4111, -26.3773], [1.3083, -16.7906, -30.4358], [3.1850, -21.5970, -32.7656], [4.6997, -22.8508, -31.8270], [3.8722, -19.6285, -32.1314], [-4.1069, -16.3565, -30.8002], [2.4245, -14.6581, -32.9217], [-3.3988, -27.6345, -31.4989], [-7.0288, -14.9036, -28.6935], [-4.1972, -24.1501, -30.8764], [0.7211, -19.5597, -27.6762], [-3.9986, -17.1587, -25.6870], [-7.5978, -21.2042, -34.5110], [-5.8039, -23.4013, -34.6217], [0.8680, -23.8282, -28.4662], [-0.6954, -17.4878, -32.3007], [-2.2269, -19.7730, -31.9080], [0.9696, -22.8252, -28.8799], [-4.3768, -23.5569, -32.5592], [1.1276, -18.6648, -28.1492], [-3.2379, -19.3074, -32.8280], [-0.5635, -18.6178, -33.1893], [-5.6512, -20.9403, -33.6764], [-5.1711, -21.6806, -36.3379], [1.0451, -22.1073, -28.0649], [-5.3293, -14.5422, -29.0318], [-5.7242, -15.9371, -28.1657], [-3.6719, -20.3114, -25.5498], [-6.0786, -15.3351, -29.0086], [2.1908, -19.9846, -29.8498], [-2.0905, -24.7157, -32.6193], [2.8493, -17.1352, -29.6226], [-4.1306, -19.5113, -25.2808], [4.4843, -17.3795, -33.5307], [0.1218, -23.0676, -31.1461], [-6.2752, -16.2200, -30.2335], [-0.7071, -19.7397, -38.7883], [-0.7274, -18.6532, -37.3076], [-2.6043, -21.8348, -36.4278], [-6.2315, -20.2709, -36.3341], [-4.5296, -24.4012, -31.8860], [-5.0100, -16.9518, -30.6352], [-0.1933, -21.3576, -29.9712], [-2.9019, -18.8320, -27.2623], [-5.6048, -24.5497, -31.7790], [-3.7478, -25.6810, -32.2797], [-7.1466, -16.8635, -30.1236], [-5.8686, -21.2422, -32.6505], [1.9267, -22.7769, -29.4006], [1.8202, -21.2446, -32.4212], [-4.0647, -18.5469, -26.3406], [-1.4295, -23.0173, -29.3395], [1.0371, -18.8478, -33.2430], [4.7457, -14.5013, -33.2594], [-2.9666, -16.8715, -25.4812], [-6.6318, -15.4063, -31.3522], [-5.9569, -14.7470, -31.5339], [3.0817, -23.3477, -31.4573], [-4.1415, -26.8388, -31.4350], [-5.1476, -27.2244, -31.5882], [3.8003, -16.6042, -33.8783], [3.6910, -22.4660, -31.6500], [2.0515, -17.5628, -30.2287], [5.5998, -14.9422, -33.1988], [0.7285, -19.4559, -37.7703], [-4.6765, -17.5913, -29.8113], [1.5884, -15.3240, -32.6894], [-6.8849, -21.7835, -36.8081], [3.8097, -19.7981, -33.9131], [-2.3603, -25.4315, -32.0406], [-0.0899, -21.9188, -32.8648], [-5.7376, -19.8545, -33.6279]],
  "lowdin_spin": [0.000, 0.000, 0.000, 0.000, 0.000, 0.000, 0.000, 0.000, 0.000, 0.003, 0.000, 0.000, 0.000, 0.000, 0.000, 0.000, 0.000, 0.000, 0.005, 0.000, 0.000, 0.000, 0.000, 0.001, 0.000, 0.004, 0.000, 0.000, 0.000, 0.001, 0.000, 0.000, 0.006, 0.000, 0.000, 0.001, 0.000, 0.008, 0.000, 0.000, 0.000, 0.002, 0.000, 0.059, 0.001, 0.000, 0.000, 0.000, 0.005, 0.000, 0.000, 0.000, 0.000, 0.000, 0.000, 0.000, 0.000, 0.000, 0.000, 0.000, 0.000, 0.007, 0.009, 0.001, 0.000, 0.000, 0.011, 0.008, 0.000, 0.000, 0.000, 0.000, 0.000, 0.000, 0.000, 0.000, 0.000, 0.000, 0.000, 0.000, 0.050, 0.000, 0.000, 0.000, 0.000, 0.000, 0.000, 0.000, 0.000, 0.000, 0.000, 0.000, 0.000, 0.000, 0.000, 0.060, 0.000, 0.001, 0.001, 0.000, 0.000, 0.000, 0.000, 0.000, 0.000, 0.000, 0.000, 0.001, 0.000, 0.000, 0.000, 0.000, 0.000, 0.000, 0.000, 0.000, 3.750, 0.000],
  "homo_ev": [-11.49, -11.49],
  "charge": 1,
  "s2": 6.0071,
  "e_tot_ha": -4364.25851,
  "spin_multiplicity": 5,
  "homo_lumo_gap_ev": [6.4, 5.9]
}

---

No. 3
{
  "formula": "C2H6OP2",
  "method": "ωB97M-V/def2-TZVPD",
  "symbols": ["H", "H", "P", "P", "C", "O", "H", "H", "H", "C", "H"],
  "xyz": [[-3.0257, -1.9976, -1.0241], [1.7425, 2.0463, 2.0881], [-0.0230, 0.4612, -0.3201], [-1.1019, -1.1956, 0.1196], [2.1708, 1.3764, 1.3287], [1.2119, 0.3729, 1.2114], [3.0594, 0.6779, 1.6365], [-2.4088, -0.4488, -2.0273], [-1.6124, -2.0726, -2.0887], [-2.2260, -1.3535, -1.4086], [2.2132, 2.1334, 0.4846]],
  "nbo_charge": [0.243, 0.171, 0.465, 0.241, -0.267, -0.773, 0.206, 0.244, 0.240, -0.942, 0.172],
  "homo_ev": -8.75,
  "e_tot_ha": -837.65494,
  "spin_multiplicity": 1,
  "homo_lumo_gap_ev": 8.1
}